Below is an isolated molecule of C20H30N4O6S, with properties calculated with ωB97M-V/def2-TZVPD.

Last column: Mulliken charge in e.
Positions of all 61 atoms, in Å:
C: -2.2855 -3.4670 -0.1285  -1.66
C: -1.2421 -2.7410 0.7146  0.37
N: 0.1054 -3.1955 0.4153  0.69
C: 0.3548 -4.6051 0.6688  -0.82
C: 0.1106 -5.0861 2.1032  -1.10
C: 1.1594 -2.3255 0.9140  0.26
C: 2.1990 -2.1110 -0.1948  -1.16
N: 1.5450 -1.5903 -1.3720  -0.04
C: 1.8040 -0.3801 -1.8876  0.64
O: 2.6977 0.3471 -1.5059  -0.66
C: 0.8705 0.0143 -3.0384  -1.14
N: -0.5325 -0.1608 -2.7108  0.02
C: -1.2621 -1.0601 -3.4283  0.83
O: -0.7717 -1.7981 -4.2545  -0.65
C: -2.7586 -1.0251 -3.1603  -0.63
O: -3.1138 -0.7731 -1.8198  -0.41
C: -2.3818 0.1839 -1.1915  0.01
C: -2.9251 0.7727 -0.0560  -0.73
C: -2.2101 1.7323 0.6368  -0.35
C: -0.9691 2.1146 0.1674  -0.55
S: -0.0076 3.2995 1.1120  1.30
O: 0.8126 4.0625 0.2243  -0.72
O: -0.8915 3.9801 2.0099  -0.74
N: 1.0015 2.3558 2.0458  -0.03
C: 0.3318 1.5069 3.0029  -0.20
C: 1.3780 0.9495 3.9723  -0.78
O: 2.3937 0.2620 3.2804  -0.39
C: 3.0490 1.1186 2.3694  -1.01
C: 2.0630 1.6723 1.3414  0.12
C: -0.4056 1.5366 -0.9545  -0.36
C: -1.0998 0.5451 -1.6401  0.47
H: -1.9612 -3.5105 -1.1654  0.29
H: -3.2285 -2.9289 -0.0833  0.43
H: -2.4505 -4.4803 0.2269  0.41
H: -1.2816 -1.6745 0.4697  -0.46
H: -1.4964 -2.8399 1.7829  0.45
H: -0.2696 -5.1843 -0.0155  0.44
H: 1.3965 -4.7970 0.4011  0.36
H: 0.6665 -4.4821 2.8170  0.26
H: -0.9451 -5.0388 2.3580  0.27
H: 0.4383 -6.1178 2.1992  0.43
H: 0.7352 -1.3560 1.1857  -0.61
H: 1.6606 -2.7228 1.8047  0.28
H: 2.9563 -1.3897 0.1154  0.48
H: 2.6849 -3.0584 -0.4455  0.39
H: 0.7674 -2.1428 -1.7028  0.21
H: 1.0713 1.0527 -3.3140  0.40
H: 1.0718 -0.6292 -3.9005  0.50
H: -3.1955 -1.9899 -3.4262  0.31
H: -3.1906 -0.2525 -3.8178  0.31
H: -3.9038 0.4550 0.2648  0.48
H: -2.6059 2.2096 1.5178  0.54
H: -0.4024 2.1187 3.5262  0.51
H: -0.1806 0.6696 2.4993  0.02
H: 0.9259 0.2267 4.6535  0.36
H: 1.8114 1.7797 4.5476  0.38
H: 3.8161 0.5198 1.8776  0.42
H: 3.5181 1.9510 2.9119  0.36
H: 2.5451 2.3892 0.6794  0.54
H: 1.6667 0.8399 0.7439  -0.11
H: 0.5644 1.8798 -1.2713  0.75

Results
ΔE to the lowest compared entry with this formula, charge and spin = 0.00 kcal/mol
HOMO level = -8.76 eV
DFT total energy = -50307.77295 eV
LUMO level = 0.53 eV
SMILES = CCN(CC)CCNC(=O)CN1C(=O)COc2ccc(S(=O)(=O)N3CCOCC3)cc21
charge = 0